(1)
Formula: C4H5N2O4P
Source: the Open Molecules 2025 dataset
Level of theory: wB97M-V/def2-TZVPD

Properties
Charge   -2
HOMO-LUMO gap   6.02 eV
Largest force on an atom   3.46 eV Å⁻¹
Multiplicity   1
ΔE to the lowest compared entry with this formula, charge and spin   143.8 kcal per mole
E_HOMO   0.19 eV

The geometry in XYZ format:
```
16
C4H5N2O4P | the Open Molecules 2025 dataset | wB97M-V/def2-TZVPD
C -0.58 2.67 -0.38
C 0.49 1.80 -0.05
C -1.94 0.89 -0.05
C 0.23 -1.72 -0.38
N -1.74 2.04 -0.28
N 0.19 0.56 0.08
O -4.54 0.67 -0.43
O -3.02 -1.35 -0.97
O -3.43 -0.68 1.50
O 1.02 -0.58 0.10
P -3.42 -0.29 0.05
H -0.45 3.73 -0.77
H 1.52 2.33 -0.18
H 0.42 -2.42 0.42
H 0.68 -1.85 -1.41
H -0.84 -1.60 -0.24
```

Need the natural (NBO) charges? In units of e they are:
1 C -0.324
2 C -0.038
3 C 0.176
4 C -0.283
5 N -0.442
6 N -0.266
7 O -1.193
8 O -1.228
9 O -1.215
10 O -0.439
11 P 2.332
12 H 0.168
13 H 0.143
14 H 0.165
15 H 0.163
16 H 0.281

***

(2)
Formula: C4H10NOS
Source: the Open Molecules 2025 dataset
Level of theory: wB97M-V/def2-TZVPD

Properties
⟨S²⟩   0.75
Charge   -2
HOMO-LUMO gap (alpha / beta)   2.07 / 5.94 eV
Largest force on an atom   0.56 eV Å⁻¹
Multiplicity   2
ΔE to the lowest compared entry with this formula, charge and spin   0.0 kcal per mole
E_HOMO (alpha / beta)   3.82 / -0.14 eV

The geometry in XYZ format:
```
17
C4H10NOS | the Open Molecules 2025 dataset | wB97M-V/def2-TZVPD
C 0.83 1.79 -1.26
C 1.72 1.63 -0.04
S 1.49 0.06 0.85
N -0.61 1.72 -0.98
H 1.08 1.00 -1.98
H 1.03 2.77 -1.74
H 1.53 2.47 0.64
H 2.76 1.70 -0.34
H -0.89 2.60 -0.56
H -0.69 1.02 -0.23
C -2.62 -2.37 -0.29
C -1.48 -1.74 0.00
O -0.95 -1.70 1.21
H -2.99 -2.36 -1.31
H -3.18 -2.89 0.47
H -0.93 -1.23 -0.76
H -0.12 -1.15 1.14
```

Need the natural (NBO) charges? In units of e they are:
1 C -0.261
2 C -0.745
3 S -1.245
4 N -0.880
5 H 0.166
6 H 0.146
7 H 0.167
8 H 0.189
9 H 0.325
10 H 0.367
11 C -0.630
12 C 0.134
13 O -0.753
14 H 0.179
15 H 0.174
16 H 0.166
17 H 0.501

***

(3)
Formula: H2I2P2
Source: the Open Molecules 2025 dataset
Level of theory: wB97M-V/def2-TZVPD

Properties
SMILES string   [PH2]#P(I)I
HOMO-LUMO gap (alpha / beta)   6.84 / 6.84 eV
Largest force on an atom   3.00 eV Å⁻¹
Multiplicity   1
ΔE to the lowest compared entry with this formula, charge and spin   34.2 kcal per mole
E_HOMO (alpha / beta)   -9.03 / -9.03 eV

The geometry in XYZ format:
```
6
H2I2P2 | the Open Molecules 2025 dataset | wB97M-V/def2-TZVPD
P -1.01 -0.73 -0.01
P 0.33 0.79 0.70
I 1.68 1.68 -1.07
I 2.21 -1.61 1.11
H -1.93 0.06 0.51
H -1.29 -0.18 -1.24
```

Need the natural (NBO) charges? In units of e they are:
1 P 0.093
2 P 0.248
3 I -0.006
4 I -0.300
5 H -0.035
6 H 0.000